<P>
{
  "formula": "C23H48NO2P3Ru",
  "method": "ωB97M-V/def2-TZVPD",
  "species": ["Ru", "P", "P", "P", "H", "C", "C", "H", "C", "C", "C", "C", "C", "C", "C", "C", "C", "H", "H", "H", "H", "H", "H", "H", "H", "H", "H", "H", "H", "H", "H", "H", "H", "H", "H", "H", "H", "H", "H", "H", "H", "H", "H", "H", "H", "H", "C", "C", "C", "C", "C", "C", "O", "H", "H", "H", "H", "H", "H", "O", "C", "C", "C", "C", "C", "C", "N", "H", "H", "H", "H", "H", "H", "H", "H", "H", "H", "H"],
  "positions_angstrom": [[0.70, 0.11, -0.53], [1.88, -0.86, 0.93], [1.89, 2.00, -0.42], [-0.53, -1.99, -0.40], [0.78, 2.50, -4.24], [-0.02, 1.76, -4.00], [-1.02, 1.92, -3.10], [-1.19, 2.75, -2.36], [3.27, -1.58, 0.01], [2.62, 0.05, 2.35], [1.66, -2.34, 2.05], [1.57, 3.29, -1.67], [1.46, 2.91, 1.11], [3.70, 1.82, -0.49], [-2.06, -2.15, -1.40], [-1.25, -2.82, 1.11], [0.46, -3.34, -1.20], [0.03, 1.00, -4.81], [-1.87, 1.21, -3.23], [4.17, -1.29, 0.56], [3.35, -1.24, -1.04], [3.17, -2.68, -0.01], [3.09, -0.73, 2.98], [1.80, 0.52, 2.92], [3.38, 0.79, 2.05], [1.64, -3.31, 1.52], [0.78, -2.21, 2.68], [2.54, -2.31, 2.72], [2.42, 3.98, -1.80], [0.66, 3.86, -1.44], [1.40, 2.75, -2.60], [2.30, 2.93, 1.81], [0.59, 2.45, 1.59], [1.21, 3.95, 0.84], [4.16, 2.79, -0.74], [3.98, 1.11, -1.27], [4.12, 1.47, 0.47], [-2.78, -2.85, -0.91], [-1.81, -2.53, -2.41], [-2.53, -1.16, -1.48], [-2.21, -3.26, 0.81], [-1.44, -2.06, 1.88], [-0.58, -3.61, 1.47], [-0.29, -4.05, -1.61], [1.11, -3.83, -0.47], [1.07, -2.92, -2.02], [-0.66, -1.04, -4.04], [0.55, -1.50, -4.58], [0.43, -2.23, -5.75], [-0.74, -2.13, -6.55], [-1.91, -1.55, -6.03], [-1.88, -1.03, -4.73], [-0.72, -0.44, -2.84], [0.19, -0.05, -2.49], [1.49, -1.34, -4.03], [1.31, -2.79, -6.05], [-0.70, -2.58, -7.53], [-2.87, -1.47, -6.59], [-2.77, -0.62, -4.22], [-0.92, 0.63, 1.52], [-1.59, 0.70, 2.58], [-1.06, 0.15, 3.89], [-0.69, 1.28, 4.87], [-1.90, 1.84, 5.65], [-2.92, 2.53, 4.78], [-3.59, 1.57, 3.79], [-2.79, 1.30, 2.60], [-1.83, -0.54, 4.33], [-0.15, -0.43, 3.64], [0.04, 0.85, 5.58], [-0.17, 2.10, 4.33], [-2.34, 0.99, 6.17], [-1.50, 2.54, 6.39], [-3.67, 2.97, 5.44], [-2.46, 3.36, 4.23], [-3.82, 0.61, 4.28], [-4.54, 2.00, 3.46], [-3.19, 1.51, 1.69]],
  "s_squared": 6.045,
  "lumo_ev": [-13.44, -15.80],
  "spin_multiplicity": 5,
  "e_homo_ev": [-20.3, -20.2],
  "gap_ev": [6.82, 4.40],
  "total_charge": 4
}


<Q>
{
  "formula": "C23H48NO2P3Ru",
  "method": "ωB97M-V/def2-TZVPD",
  "species": ["Ru", "P", "P", "P", "H", "C", "C", "H", "C", "C", "C", "C", "C", "C", "C", "C", "C", "H", "H", "H", "H", "H", "H", "H", "H", "H", "H", "H", "H", "H", "H", "H", "H", "H", "H", "H", "H", "H", "H", "H", "H", "H", "H", "H", "H", "H", "C", "C", "C", "C", "C", "C", "O", "H", "H", "H", "H", "H", "H", "O", "C", "C", "C", "C", "C", "C", "N", "H", "H", "H", "H", "H", "H", "H", "H", "H", "H", "H"],
  "positions_angstrom": [[0.62, 0.63, 0.27], [2.10, -0.83, 0.99], [2.02, 2.30, -0.34], [-0.58, -1.86, -0.35], [0.08, 2.64, -3.57], [-0.24, 1.62, -3.36], [-1.15, 1.41, -2.35], [-1.08, 1.97, -1.40], [3.33, -1.56, -0.19], [2.78, 0.09, 2.43], [1.68, -2.37, 1.94], [1.87, 3.76, -1.48], [1.62, 3.06, 1.36], [3.86, 2.02, -0.32], [-2.15, -1.87, -1.26], [-1.21, -2.70, 1.17], [0.37, -3.19, -1.21], [0.07, 0.90, -4.15], [-2.15, 0.97, -2.60], [4.36, -1.26, 0.09], [3.09, -1.27, -1.22], [3.22, -2.66, -0.11], [3.20, -0.61, 3.16], [1.91, 0.61, 2.87], [3.52, 0.82, 2.07], [1.51, -3.23, 1.27], [0.73, -2.11, 2.44], [2.43, -2.64, 2.72], [2.85, 4.26, -1.54], [1.14, 4.49, -1.09], [1.55, 3.46, -2.49], [2.49, 3.00, 2.04], [0.75, 2.52, 1.81], [1.33, 4.11, 1.19], [4.39, 2.97, -0.47], [4.11, 1.33, -1.14], [4.20, 1.57, 0.62], [-2.99, -2.37, -0.77], [-2.03, -2.40, -2.21], [-2.39, -0.81, -1.39], [-2.17, -3.17, 0.96], [-1.35, -1.90, 1.92], [-0.53, -3.46, 1.57], [-0.37, -3.90, -1.58], [1.08, -3.74, -0.58], [0.92, -2.79, -2.07], [-0.78, -1.65, -4.63], [0.53, -1.92, -5.11], [0.45, -2.71, -6.26], [-0.63, -2.45, -7.13], [-1.81, -1.80, -6.70], [-1.94, -1.43, -5.39], [-0.75, -1.41, -3.34], [-0.93, -0.34, -3.38], [1.40, -1.86, -4.42], [1.24, -3.48, -6.44], [-0.59, -2.83, -8.16], [-2.64, -1.57, -7.38], [-2.84, -1.22, -4.80], [-1.00, 0.87, 1.48], [-1.58, 0.84, 2.61], [-1.05, 0.24, 3.89], [-0.70, 1.30, 4.90], [-1.90, 1.81, 5.69], [-2.94, 2.53, 4.80], [-3.62, 1.59, 3.79], [-2.80, 1.37, 2.61], [-1.83, -0.44, 4.26], [-0.17, -0.37, 3.64], [-0.01, 0.88, 5.61], [-0.20, 2.15, 4.42], [-2.41, 0.98, 6.20], [-1.57, 2.52, 6.47], [-3.73, 2.98, 5.44], [-2.46, 3.37, 4.25], [-3.80, 0.62, 4.29], [-4.57, 2.01, 3.48], [-3.20, 1.61, 1.68]],
  "s_squared": 6.036,
  "lumo_ev": [-13.23, -13.95],
  "spin_multiplicity": 5,
  "e_homo_ev": [-20.0, -20.2],
  "gap_ev": [6.75, 6.30],
  "total_charge": 4
}


Computed stability ranking, most favorable first: <Q>, <P>


<P>
{
  "formula": "C36H40N3",
  "method": "ωB97M-V/def2-TZVPD",
  "species": ["C", "C", "N", "C", "C", "C", "C", "C", "C", "C", "C", "C", "C", "N", "C", "C", "C", "C", "C", "C", "C", "C", "C", "C", "C", "H", "H", "H", "H", "H", "H", "H", "H", "H", "H", "H", "H", "H", "H", "H", "H", "H", "H", "H", "H", "H", "H", "H", "H", "H", "C", "C", "C", "N", "C", "C", "C", "C", "C", "C", "C", "C", "C", "C", "H", "H", "H", "H", "H", "H", "H", "H", "H", "H", "H", "H", "H", "H", "H"],
  "positions_angstrom": [[4.82, -3.66, -2.63], [5.97, -2.68, -2.90], [5.62, -1.35, -2.50], [6.59, -0.30, -2.26], [5.74, 0.89, -1.75], [4.36, 0.34, -1.61], [3.17, 0.81, -1.09], [1.98, 0.05, -1.26], [0.69, 0.74, -0.93], [-0.62, 0.04, -1.21], [-1.64, 0.86, -1.74], [-2.89, 0.32, -1.96], [-3.05, -1.06, -1.78], [-4.30, -1.44, -2.12], [-4.76, -2.80, -1.97], [-3.58, -3.77, -2.13], [-2.33, -3.39, -1.31], [-2.06, -1.92, -1.32], [-0.86, -1.31, -0.93], [-5.15, -0.31, -2.44], [-4.18, 0.90, -2.41], [2.03, -1.22, -1.87], [3.24, -1.77, -2.30], [4.37, -0.96, -2.16], [3.44, -3.09, -2.95], [4.98, -4.58, -3.21], [4.86, -3.93, -1.57], [6.87, -2.99, -2.35], [6.23, -2.69, -3.98], [7.32, -0.63, -1.50], [7.14, -0.07, -3.18], [6.13, 1.30, -0.82], [5.77, 1.69, -2.51], [3.14, 1.77, -0.56], [0.67, 1.66, -1.55], [-1.46, 1.91, -1.95], [-5.23, -2.94, -0.98], [-5.52, -2.99, -2.74], [-3.91, -4.78, -1.85], [-3.29, -3.81, -3.19], [-2.43, -3.75, -0.28], [-1.46, -3.91, -1.73], [-0.09, -1.91, -0.42], [-5.63, -0.44, -3.42], [-5.95, -0.21, -1.69], [-4.55, 1.68, -1.73], [-4.09, 1.35, -3.41], [1.13, -1.79, -2.04], [3.33, -2.97, -4.04], [2.65, -3.77, -2.62], [-1.39, 1.43, 6.78], [0.12, 1.15, 6.68], [0.47, 1.09, 5.19], [-0.74, 1.49, 4.48], [-0.72, 1.69, 3.15], [0.40, 1.48, 2.32], [0.26, 2.21, 1.09], [-1.14, 2.73, 1.10], [-1.73, 2.41, 2.34], [-2.98, 2.95, 2.68], [-3.69, 3.69, 1.72], [-3.12, 3.94, 0.46], [-1.81, 3.52, 0.17], [-1.84, 1.85, 5.38], [-1.92, 0.52, 7.08], [-1.61, 2.21, 7.51], [0.70, 1.96, 7.15], [0.40, 0.21, 7.17], [1.31, 1.76, 4.95], [0.77, 0.08, 4.87], [1.26, 0.91, 2.65], [1.02, 2.94, 0.78], [0.65, 1.16, 0.13], [-3.39, 2.80, 3.67], [-4.69, 4.07, 1.96], [-3.68, 4.51, -0.28], [-1.32, 3.81, -0.76], [-2.77, 1.35, 5.08], [-2.02, 2.94, 5.36]],
  "lumo_ev": -4.31,
  "e_homo_ev": -9.0,
  "gap_ev": 4.66,
  "total_charge": 1
}


<Q>
{
  "formula": "C36H40N3",
  "method": "ωB97M-V/def2-TZVPD",
  "species": ["C", "C", "C", "C", "C", "C", "C", "C", "C", "C", "C", "C", "C", "C", "C", "N", "C", "C", "H", "H", "H", "H", "H", "H", "H", "H", "H", "H", "H", "H", "H", "H", "H", "H", "H", "H", "H", "C", "N", "C", "C", "C", "C", "C", "C", "C", "C", "C", "C", "C", "C", "N", "C", "C", "C", "C", "C", "C", "H", "H", "H", "H", "H", "H", "H", "H", "H", "H", "H", "H", "H", "H", "H", "H", "H", "H", "H", "H", "H"],
  "positions_angstrom": [[0.17, -7.14, 0.78], [1.06, -6.25, 1.39], [0.81, -4.87, 1.35], [-0.31, -4.38, 0.68], [-0.59, -2.86, 0.71], [-1.68, -2.53, 1.73], [-1.82, -1.18, 2.06], [-2.63, -0.76, 3.11], [-3.44, -1.70, 3.76], [-3.36, -3.04, 3.39], [-2.49, -3.47, 2.39], [-0.96, -2.30, -0.68], [-0.17, -2.87, -1.85], [-0.47, -1.91, -3.01], [-1.27, -0.76, -2.39], [-0.83, -0.81, -0.96], [-1.20, -5.27, 0.06], [-0.96, -6.65, 0.12], [0.35, -8.21, 0.83], [1.95, -6.61, 1.90], [1.48, -4.16, 1.84], [0.34, -2.37, 1.01], [-1.23, -0.45, 1.49], [-2.62, 0.30, 3.39], [-4.12, -1.37, 4.54], [-3.98, -3.78, 3.90], [-2.44, -4.52, 2.12], [-2.03, -2.52, -0.84], [0.90, -2.85, -1.59], [-0.44, -3.92, -2.06], [0.46, -1.56, -3.45], [-1.05, -2.40, -3.81], [-1.12, 0.22, -2.84], [-2.34, -1.02, -2.43], [-1.45, -0.26, -0.35], [-2.11, -4.89, -0.42], [-1.66, -7.33, -0.36], [2.59, 5.88, -4.64], [1.93, 4.60, -4.67], [1.59, 3.99, -5.94], [1.02, 2.61, -5.55], [1.20, 2.53, -4.08], [1.71, 3.77, -3.62], [1.94, 3.97, -2.25], [1.63, 2.93, -1.38], [1.04, 1.68, -1.80], [0.63, 0.64, -0.83], [0.38, 1.17, 0.52], [0.92, 0.51, 1.65], [0.73, 1.06, 2.91], [0.03, 2.28, 3.05], [0.09, 2.71, 4.33], [-0.37, 4.00, 4.80], [0.83, 1.80, 5.18], [1.18, 0.62, 4.25], [-0.56, 2.93, 1.95], [-0.41, 2.34, 0.70], [0.98, 1.48, -3.20], [2.67, 6.25, -3.61], [3.60, 5.82, -5.07], [2.02, 6.61, -5.24], [0.85, 4.60, -6.48], [2.48, 3.90, -6.58], [-0.04, 2.55, -5.83], [1.53, 1.80, -6.09], [2.37, 4.91, -1.89], [1.82, 3.10, -0.32], [1.24, -0.27, -0.91], [1.48, -0.42, 1.54], [-0.30, 4.75, 4.00], [-1.41, 3.96, 5.14], [0.26, 4.32, 5.64], [1.73, 2.28, 5.58], [0.22, 1.48, 6.04], [0.66, -0.29, 4.58], [2.25, 0.41, 4.27], [-1.09, 3.87, 2.09], [-0.88, 2.82, -0.17], [0.74, 0.50, -3.61]],
  "lumo_ev": -3.33,
  "e_homo_ev": -9.8,
  "gap_ev": 6.50,
  "total_charge": 1
}


Computed stability ranking, most favorable first: <Q>, <P>


<P>
{
  "formula": "C20H30N5O4PSW",
  "method": "ωB97M-V/def2-TZVPD",
  "species": ["W", "C", "C", "N", "N", "C", "O", "C", "C", "C", "C", "C", "C", "C", "C", "C", "C", "C", "N", "H", "H", "H", "H", "H", "H", "H", "H", "H", "H", "H", "H", "N", "C", "P", "O", "O", "C", "N", "H", "H", "H", "H", "H", "H", "H", "H", "H", "H", "O", "S", "C", "C", "C", "C", "H", "H", "H", "H", "H", "H", "H", "H"],
  "positions_angstrom": [[-0.49, -0.35, -0.58], [0.66, -3.98, 1.61], [0.17, -2.97, 0.65], [0.17, -1.68, 0.85], [0.66, -1.13, 2.01], [0.31, 0.11, 2.10], [-0.48, 0.63, 1.08], [0.65, 1.00, 3.18], [1.17, 0.46, 4.37], [1.49, 1.29, 5.42], [1.31, 2.66, 5.30], [0.81, 3.21, 4.13], [0.48, 2.39, 3.07], [-0.38, -3.33, -0.67], [-0.50, -4.64, -1.11], [-1.03, -4.89, -2.37], [-1.43, -3.82, -3.15], [-1.30, -2.53, -2.65], [-0.79, -2.27, -1.44], [1.06, -3.51, 2.51], [1.44, -4.59, 1.15], [-0.15, -4.65, 1.89], [1.30, -0.61, 4.46], [1.89, 0.87, 6.34], [1.57, 3.31, 6.13], [0.69, 4.28, 4.04], [0.14, 2.83, 2.14], [-0.18, -5.46, -0.48], [-1.12, -5.90, -2.73], [-1.84, -3.96, -4.14], [-1.59, -1.67, -3.24], [-3.89, 1.26, -3.62], [-4.19, 1.47, -2.16], [-2.77, 1.16, -1.01], [-2.71, -0.21, -0.35], [-1.44, 1.34, -1.74], [-3.09, 2.43, 0.31], [-2.89, 1.88, 1.69], [-3.87, 0.26, -3.88], [-2.99, 1.68, -3.89], [-4.62, 1.69, -4.20], [-5.04, 0.83, -1.89], [-4.50, 2.51, -2.06], [-4.11, 2.82, 0.26], [-2.41, 3.27, 0.17], [-1.92, 1.52, 1.79], [-3.52, 1.10, 1.89], [-3.05, 2.60, 2.40], [1.31, -0.02, -1.23], [2.23, 1.30, -1.12], [3.72, 0.66, -0.28], [4.87, 0.80, -1.28], [4.28, 0.53, -2.66], [3.04, 1.40, -2.74], [3.48, -0.38, -0.07], [3.84, 1.21, 0.65], [5.66, 0.10, -1.02], [5.30, 1.80, -1.23], [4.03, -0.52, -2.79], [4.97, 0.80, -3.46], [2.29, 1.14, -3.50], [3.28, 2.46, -2.85]],
  "s_squared": 2.015,
  "lumo_ev": [-12.18, -12.43],
  "spin_multiplicity": 3,
  "e_homo_ev": [-18.8, -18.8],
  "gap_ev": [6.64, 6.39],
  "total_charge": 4
}


<Q>
{
  "formula": "C20H30N5O4PSW",
  "method": "ωB97M-V/def2-TZVPD",
  "species": ["W", "C", "C", "N", "N", "C", "O", "C", "C", "C", "C", "C", "C", "C", "C", "C", "C", "C", "N", "H", "H", "H", "H", "H", "H", "H", "H", "H", "H", "H", "H", "N", "C", "P", "O", "O", "C", "N", "H", "H", "H", "H", "H", "H", "H", "H", "H", "H", "O", "S", "C", "C", "C", "C", "H", "H", "H", "H", "H", "H", "H", "H"],
  "positions_angstrom": [[-0.73, -0.05, 0.64], [2.80, 2.10, 2.23], [1.49, 1.69, 1.68], [1.06, 0.48, 1.59], [1.85, -0.64, 1.88], [1.66, -1.50, 0.89], [0.65, -1.23, 0.02], [2.43, -2.69, 0.71], [3.65, -2.84, 1.39], [4.40, -3.98, 1.21], [3.94, -4.98, 0.34], [2.74, -4.83, -0.34], [1.98, -3.70, -0.17], [0.56, 2.64, 1.02], [0.74, 4.00, 0.99], [-0.14, 4.79, 0.26], [-1.18, 4.19, -0.43], [-1.32, 2.81, -0.37], [-0.47, 2.04, 0.33], [3.35, 1.25, 2.60], [2.66, 2.83, 3.03], [3.39, 2.59, 1.45], [4.02, -2.04, 2.03], [5.35, -4.10, 1.71], [4.54, -5.86, 0.19], [2.41, -5.61, -1.02], [1.04, -3.58, -0.69], [1.57, 4.45, 1.53], [-0.01, 5.87, 0.22], [-1.88, 4.77, -1.02], [-2.12, 2.30, -0.89], [-4.49, -1.00, 2.71], [-3.43, -1.74, 3.47], [-1.73, -1.34, 2.89], [-1.64, 0.17, 2.54], [-1.34, -2.03, 1.62], [-0.71, -1.84, 4.33], [0.69, -1.31, 4.37], [-5.43, -1.28, 3.05], [-4.46, -1.19, 1.71], [-4.41, 0.01, 2.84], [-3.60, -2.81, 3.33], [-3.55, -1.51, 4.53], [-0.66, -2.93, 4.29], [-1.20, -1.57, 5.26], [1.28, -1.91, 4.96], [0.72, -0.38, 4.80], [1.18, -1.23, 3.42], [-2.46, -0.32, -0.48], [-2.55, -1.34, -1.72], [-4.00, -0.77, -2.66], [-3.49, -0.27, -4.02], [-2.12, 0.33, -3.78], [-1.36, -0.69, -2.93], [-4.42, 0.03, -2.04], [-4.71, -1.59, -2.72], [-4.20, 0.45, -4.43], [-3.43, -1.10, -4.72], [-2.20, 1.29, -3.25], [-1.58, 0.52, -4.71], [-0.50, -0.32, -2.38], [-1.05, -1.56, -3.51]],
  "s_squared": 2.014,
  "lumo_ev": [-12.60, -12.67],
  "spin_multiplicity": 3,
  "e_homo_ev": [-18.9, -18.9],
  "gap_ev": [6.34, 6.26],
  "total_charge": 4
}


Computed stability ranking, most favorable first: <P>, <Q>


<P>
{
  "formula": "C3H6O2S2",
  "method": "ωB97M-V/def2-TZVPD",
  "species": ["O", "C", "O", "C", "C", "S", "S", "H", "H", "H", "H", "H", "H"],
  "positions_angstrom": [[2.00, -1.70, -0.01], [2.11, -0.74, 0.68], [3.00, -0.66, 1.71], [1.23, 0.49, 0.63], [-0.26, 0.11, 0.63], [-0.89, 0.78, -0.92], [-2.92, 0.31, -0.79], [3.82, -1.12, 1.50], [1.43, 1.10, 1.50], [1.59, 1.04, -0.24], [-0.76, 0.50, 1.51], [-0.43, -0.96, 0.68], [-3.37, 1.35, -1.49]],
  "lumo_ev": 0.48,
  "e_homo_ev": -8.4,
  "smiles": "O=C(O)CCSS",
  "gap_ev": 8.89,
  "total_charge": 0
}


<Q>
{
  "formula": "C3H6O2S2",
  "method": "ωB97M-V/def2-TZVPD",
  "species": ["O", "C", "S", "C", "S", "C", "O", "H", "H", "H", "H", "H", "H"],
  "positions_angstrom": [[1.49, 2.35, 0.60], [0.95, 1.43, -0.05], [2.02, 0.56, -1.26], [-0.44, 0.62, 0.22], [-1.49, 0.37, -1.21], [0.08, -0.80, 0.83], [0.00, -1.86, -0.08], [1.52, -0.73, -1.64], [-1.05, 1.31, 0.84], [-2.66, 0.50, -0.62], [1.01, -0.55, 1.28], [-0.52, -1.02, 1.65], [-0.89, -2.19, -0.55]],
  "lumo_ev": 0.25,
  "e_homo_ev": -9.6,
  "smiles": "O=C(S)[C@@H](S)CO",
  "gap_ev": 9.88,
  "total_charge": 0
}


<R>
{
  "formula": "C3H6O2S2",
  "method": "ωB97M-V/def2-TZVPD",
  "species": ["C", "C", "C", "O", "O", "S", "S", "H", "H", "H", "H", "H", "H"],
  "positions_angstrom": [[0.84, -0.26, -0.42], [-1.41, -1.11, -0.53], [0.61, 1.88, 1.30], [1.48, -1.12, -1.08], [-0.46, -0.09, -0.22], [0.92, -2.38, -2.05], [1.84, 0.96, 0.34], [-2.37, -0.69, -0.23], [-1.20, -2.02, 0.03], [-1.42, -1.34, -1.60], [0.21, 1.24, 2.09], [-0.19, 2.22, 0.65], [1.14, 2.72, 1.73]],
  "lumo_ev": 0.31,
  "e_homo_ev": -7.5,
  "gap_ev": 7.81,
  "total_charge": 0
}


Computed stability ranking, most favorable first: <P>, <Q>, <R>